{"formula": "CH3N2OPS", "method": "ωB97M-V/def2-TZVPD", "energy_ev": -26233.68599, "gap_ev": [6.6, 6.6], "spin_multiplicity": 1, "e_homo_ev": [-8.906, -8.904], "charge": 0, "e_above_lowest_kj_mol": 454.2, "elements": ["N", "N", "H", "P", "H", "O", "H", "S", "C"], "coordinates": [[0.992, -1.756, 1.651], [-1.118, -0.572, -0.705], [0.495, 1.957, 1.750], [0.462, -0.105, -0.704], [-1.650, -0.895, -0.002], [-0.104, 2.206, 1.033], [-1.494, -0.121, -1.516], [1.455, 0.362, -2.237], [0.960, -1.076, 0.729]], "atomic_forces_ev_per_a": [[0.24, -0.24, 0.41], [4.12, 1.87, -4.24], [0.02, 0.03, 0.00], [-1.24, 1.12, 2.92], [-2.10, -1.06, 3.08], [0.52, -1.95, -1.43], [-1.27, -0.09, -0.17], [-0.30, -0.33, 0.53], [0.01, 0.67, -1.10]], "lowdin_charge": [0.129, -0.086, -0.101, 0.352, 0.028, -0.366, 0.057, 0.343, -0.357]}

{"formula": "C4H8NO10Tl", "method": "ωB97M-V/def2-TZVPD", "energy_ev": -30930.03315, "s_squared": 0.7565, "gap_ev": [6.6, 2.4], "spin_multiplicity": 2, "e_homo_ev": [-3.992, -3.966], "charge": -1, "elements": ["C", "O", "H", "H", "O", "O", "C", "H", "O", "Tl", "H", "C", "O", "N", "H", "O", "H", "O", "O", "O", "C", "O", "H", "H"], "coordinates": [[-1.237, 3.993, 1.269], [-3.342, -0.761, -0.259], [-1.091, -2.112, 1.923], [-1.565, -2.426, 0.307], [0.442, -2.519, 0.693], [-0.929, 4.633, 2.312], [0.810, -1.284, 0.277], [4.081, -1.985, 0.224], [2.087, -1.270, -0.159], [-2.030, 1.561, -0.889], [-1.053, -3.827, 1.217], [3.035, -2.289, 0.228], [0.788, 1.550, -2.032], [0.594, 1.743, -3.200], [2.928, -2.523, 1.287], [-0.290, 3.489, 0.632], [-3.756, -1.642, -0.349], [-2.374, 3.618, 1.051], [0.017, -0.297, 0.168], [1.453, 1.970, -4.015], [-0.870, -2.762, 1.076], [-0.555, 1.767, -3.447], [-0.012, 4.572, 2.033], [2.873, -3.201, -0.347]], "atomic_forces_ev_per_a": [[-2.21, -5.24, -3.25], [0.20, -0.12, -0.22], [-0.26, -0.48, 0.32], [-0.09, 0.25, -0.16], [2.63, 0.58, -0.73], [1.15, 3.38, 3.42], [-3.40, 1.96, -0.77], [-0.30, 0.74, -0.98], [0.40, 0.52, 0.35], [-0.87, -0.52, 1.13], [0.56, 0.12, 0.38], [-0.71, -0.53, 1.05], [1.58, -0.75, 3.01], [3.06, 1.10, -1.33], [-0.55, -0.20, 0.02], [2.78, 0.22, -1.60], [0.23, 0.74, -0.03], [-3.57, 0.45, -0.31], [3.69, -3.93, 0.59], [0.72, -0.20, -0.25], [-2.06, 1.04, -0.07], [-4.84, -0.09, -1.84], [1.76, 0.79, 1.32], [0.09, 0.14, -0.06]], "lowdin_charge": [-1.013, -0.658, 0.106, 0.068, -0.039, 0.142, -0.482, 0.087, -0.003, 1.079, 0.093, -0.045, 0.182, -0.641, 0.088, -0.116, -0.153, -0.105, 0.003, 0.160, -0.063, 0.120, 0.098, 0.092]}

{"formula": "C12H31FFeNO5S3", "method": "ωB97M-V/def2-TZVPD", "energy_ev": -94266.69292, "s_squared": 6.0210, "gap_ev": [6.1, 2.1], "spin_multiplicity": 5, "e_homo_ev": [-9.754, -9.744], "charge": 1, "e_above_lowest_kj_mol": 1016.5, "elements": ["Fe", "H", "H", "H", "H", "H", "N", "C", "H", "H", "C", "S", "H", "F", "H", "H", "O", "H", "H", "C", "H", "H", "H", "C", "H", "C", "H", "H", "H", "H", "C", "S", "C", "H", "C", "H", "H", "O", "H", "O", "H", "H", "H", "C", "H", "C", "C", "O", "H", "H", "O", "C", "H", "S"], "coordinates": [[-34.299, -22.557, -11.984], [-37.946, -17.544, -9.914], [-41.832, -22.195, -11.567], [-38.135, -20.142, -19.041], [-29.970, -22.460, -17.056], [-31.580, -28.192, -12.615], [-36.347, -19.504, -18.032], [-34.309, -28.585, -13.212], [-37.982, -17.681, -20.228], [-29.068, -23.319, -15.794], [-37.979, -16.611, -12.747], [-39.953, -23.779, -11.894], [-36.172, -17.341, -9.585], [-34.874, -23.711, -15.038], [-38.838, -17.276, -12.662], [-35.999, -26.330, -20.854], [-36.544, -18.822, -12.108], [-35.876, -25.728, -18.087], [-37.175, -15.922, -9.958], [-35.581, -18.390, -18.105], [-35.487, -24.819, -20.093], [-40.257, -21.461, -11.707], [-39.687, -24.210, -14.139], [-36.191, -25.648, -20.027], [-37.158, -25.167, -20.181], [-36.139, -17.489, -18.988], [-33.584, -28.243, -13.951], [-34.295, -29.649, -13.447], [-35.914, -16.456, -19.210], [-35.294, -28.140, -13.356], [-37.274, -18.110, -19.534], [-33.756, -28.117, -11.487], [-37.038, -16.987, -10.145], [-32.105, -29.853, -12.248], [-29.435, -23.380, -16.818], [-31.489, -28.835, -10.974], [-41.301, -23.710, -13.830], [-38.446, -23.449, -11.768], [-40.108, -22.418, -13.990], [-36.040, -26.373, -18.779], [-31.180, -24.242, -16.306], [-28.604, -23.436, -17.521], [-37.862, -16.609, -13.831], [-40.264, -23.436, -13.633], [-34.722, -18.313, -17.455], [-40.793, -22.294, -11.252], [-32.085, -28.825, -11.886], [-30.423, -24.418, -16.870], [-40.780, -22.213, -10.165], [-36.194, -20.197, -17.314], [-33.530, -26.607, -11.560], [-37.426, -19.337, -18.914], [-38.133, -15.605, -12.357], [-36.516, -17.309, -11.946]], "atomic_forces_ev_per_a": [[-0.48, -0.74, -1.16], [0.15, -0.09, -0.13], [-0.07, -0.45, -0.13], [-0.13, 0.16, 0.00], [0.30, 0.46, 0.07], [-0.37, 0.17, 0.00], [-0.33, 0.93, -0.62], [-0.07, 0.11, 0.21], [0.17, -0.05, -0.05], [0.40, 0.18, -0.05], [-0.23, -0.53, -0.40], [2.51, 1.68, -0.07], [-0.22, -0.08, 0.09], [0.24, 0.74, 0.84], [-0.08, 0.09, 0.83], [-0.05, -0.04, 0.19], [-0.04, 1.48, -0.02], [0.04, 0.04, 0.19], [0.04, -0.01, -0.18], [0.41, -1.50, 1.68], [0.40, -0.10, 0.02], [0.20, 0.03, 0.21], [0.33, 0.42, -0.19], [0.48, -0.09, 0.63], [-0.45, -0.38, 0.29], [-2.45, 0.77, -2.17], [-0.04, 0.85, 0.32], [-0.47, -0.26, 0.81], [0.61, -0.21, 0.14], [0.14, -0.09, -0.17], [0.62, 1.62, 0.12], [1.57, 0.93, -2.59], [0.50, -0.13, -1.28], [-0.41, 0.04, -0.02], [-1.62, 0.52, 0.89], [-0.04, 0.14, 0.06], [-0.24, 0.09, 0.02], [-2.24, -0.65, 0.28], [0.47, -0.12, 0.37], [-0.39, 0.59, -1.23], [0.15, 0.39, 0.11], [-0.32, -0.87, -0.05], [0.64, 0.37, 0.01], [-0.99, -1.03, -0.06], [0.09, 0.14, -0.12], [-0.16, 0.36, -0.25], [0.18, -0.06, 0.95], [1.02, -0.68, -0.95], [0.33, -0.30, -0.10], [-0.18, -0.53, -0.21], [-0.47, -1.62, 0.46], [1.29, -1.57, 1.32], [-0.17, -0.11, -0.10], [-0.53, -1.03, 1.20]], "lowdin_charge": [0.850, 0.055, 0.051, 0.153, 0.065, 0.056, 0.115, -0.257, 0.132, 0.070, -0.287, 0.852, 0.039, -0.853, 0.057, 0.076, -0.601, 0.068, 0.046, 0.024, 0.066, 0.045, 0.053, -0.156, 0.061, 0.024, 0.053, 0.048, 0.134, 0.046, 0.006, 0.856, -0.218, 0.049, -0.156, 0.038, 0.047, -0.596, 0.059, -0.120, 0.073, 0.078, 0.037, -0.284, 0.158, -0.272, -0.272, -0.133, 0.050, 0.185, -0.611, 0.066, 0.054, 0.822]}

> The lowest charge belongs to which entry?

C4H8NO10Tl

> charge of number 2 (C4H8NO10Tl)?

-1

> Which of these has the lowest charge?

C4H8NO10Tl